The following is a DFT calculation (the ωB97M-V functional and the def2-TZVPD basis) of C55H48AsIrNO3PTe as an isolated structure.

Geometry as ORCA input:
```
! RIJCOSX wB97M-V def2-TZVPD def2/J DEFGRID3
* xyz 2 1
Ir -0.6894 0.6387 -1.0621
O -2.2154 -1.2912 -3.6420
C -2.1529 -0.0911 -3.5151
O -1.1499 0.5718 -2.9499
C -3.3130 0.8030 -3.9984
P -3.1531 2.5676 -3.4911
C -1.5004 3.0704 -4.0833
C -0.5673 3.7189 -3.2754
C 0.7047 3.9925 -3.7646
C 1.0505 3.6254 -5.0569
C 0.1108 3.0178 -5.8749
C -1.1697 2.7633 -5.4008
C -3.0718 2.5392 -1.6664
C -3.0564 3.7831 -1.0344
C -3.1153 3.8840 0.3481
C -3.2183 2.7387 1.1317
C -3.2638 1.4977 0.5326
C -3.1696 1.3711 -0.8632
H -4.2389 0.3864 -3.6045
H -3.3734 0.7389 -5.0825
H -0.8223 4.0098 -2.2630
H 1.4197 4.5139 -3.1372
H 2.0421 3.8372 -5.4379
H 0.3657 2.7580 -6.8951
H -1.9032 2.3180 -6.0628
H -3.0464 4.6826 -1.6393
H -3.1190 4.8604 0.8169
H -3.3078 2.8248 2.2078
H -3.4230 0.6126 1.1393
H -3.4063 0.4057 -1.3100
C -0.5018 -6.6907 6.4457
C -0.3956 -5.5444 5.4830
C -0.5155 -4.2239 5.9059
C -0.4084 -3.1616 5.0188
C -0.4839 -1.7544 5.5547
C -0.2087 -3.4539 3.6696
Te -0.1077 -1.8849 2.2155
N -0.3193 0.5709 0.7162
C -0.2824 1.0608 1.9086
O -0.4206 0.3167 2.9896
C -0.0724 2.5193 2.1205
C 0.0891 3.4078 1.0590
C 0.3172 4.7483 1.3132
C 0.3935 5.2082 2.6225
C 0.2104 4.3309 3.6831
C -0.0272 2.9891 3.4349
C -2.2042 -1.9381 1.9856
C -2.9918 -1.4458 3.0240
C -4.3657 -1.5825 2.9614
C -4.9449 -2.2187 1.8664
C -4.1501 -2.6679 0.8240
C -2.7631 -2.5364 0.8587
C -1.9279 -3.0287 -0.2935
C -0.0728 -4.7592 3.2080
C 0.1666 -5.0912 1.7509
C -0.1704 -5.7865 4.1302
H -0.4827 -6.3511 7.4789
H 0.3100 -7.4013 6.2906
H -1.4351 -7.2324 6.2796
H -0.6855 -4.0126 6.9558
H 0.3769 -1.5514 6.1939
H -1.3777 -1.6238 6.1649
H -0.4848 -1.0109 4.7533
H 0.0296 3.0419 0.0438
H 0.4420 5.4393 0.4879
H 0.6025 6.2528 2.8163
H 0.2474 4.6961 4.7008
H -0.1809 2.2905 4.2463
H -2.5385 -0.9392 3.8650
H -4.9792 -1.2079 3.7698
H -6.0172 -2.3581 1.8280
H -4.6105 -3.1506 -0.0299
H -2.4800 -2.9750 -1.2291
H -1.6387 -4.0734 -0.1612
H -1.0131 -2.4287 -0.3986
H 0.3279 -4.1807 1.1556
H -0.6889 -5.6254 1.3365
H 1.0407 -5.7322 1.6432
H -0.0674 -6.8094 3.7826
C 4.0396 -2.7269 0.7682
C 2.8655 -3.0447 0.0928
C 2.1483 -2.0472 -0.5526
C 2.6129 -0.7316 -0.5345
C 3.7926 -0.4178 0.1239
C 4.5041 -1.4195 0.7768
As 1.6374 0.5648 -1.5909
C 2.8253 2.0649 -1.7358
C 3.0585 3.0798 -0.8234
C 4.0303 4.0304 -1.1032
C 4.7640 3.9451 -2.2791
C 4.5221 2.9264 -3.1922
C 3.5431 1.9775 -2.9331
C 3.1732 0.8567 -3.8257
C 3.7557 0.5668 -5.0521
C 3.3122 -0.5229 -5.7894
C 2.2821 -1.3265 -5.3174
C 1.6919 -1.0483 -4.0919
C 2.1459 0.0342 -3.3621
H 4.5970 -3.5036 1.2761
H 2.5287 -4.0737 0.0458
H 1.2514 -2.2895 -1.1176
H 4.1667 0.5984 0.1218
H 5.4323 -1.1771 1.2779
H 2.4959 3.1301 0.0993
H 4.2225 4.8311 -0.4011
H 5.5394 4.6722 -2.4825
H 5.1091 2.8722 -4.1001
H 4.5648 1.1795 -5.4303
H 3.7757 -0.7483 -6.7410
H 1.9433 -2.1734 -5.8994
H 0.8824 -1.6679 -3.7236
*
```

- E (eV) = -145690.2607
- molar mass (g mol⁻¹) = 1196.71
- largest force on an atom (eV Å⁻¹) = 2.9
- highest occupied orbital energy (alpha / beta) (eV) = -12.05 / -12.05
- gap between HOMO and LUMO (alpha / beta) (eV) = 3.96 / 3.97
- ΔE to the lowest compared entry with this formula, charge and spin (eV) = 1.3252

Mulliken atomic charge list, values in e, 4 entries: Ir 1.606; O -0.653; C 0.187; O 0.135